# 1
# C18H49N4O5Pd

C18H49N4O5Pd as an isolated structure (wB97M-V/def2-TZVPD, the Open Molecules 2025 dataset).

The geometry in XYZ format:
```
77
C18H49N4O5Pd | the Open Molecules 2025 dataset | wB97M-V/def2-TZVPD
Pd -3.15231 2.69161 -0.82163
C 0.98548 1.05750 -1.61510
C -0.17930 0.73405 -0.69197
O -1.17151 1.66714 -0.63117
H 1.66409 1.75569 -1.12007
H 0.69049 1.49170 -2.57004
H 1.57275 0.15710 -1.80789
H 0.22638 0.56672 0.32517
H -0.60406 -0.27144 -0.88502
C -3.88770 2.52723 3.21362
C -3.12923 1.71140 2.19754
C -2.65789 0.35034 2.68958
O -3.77910 -0.51364 2.72480
C -3.53223 -1.72454 3.39036
N -3.90359 1.54470 0.92178
H -3.28451 2.72049 4.10193
H -4.72389 1.93998 3.62064
H -4.31220 3.45863 2.84416
H -2.18332 2.20792 1.94662
H -2.24129 0.41500 3.69913
H -1.90377 -0.00148 1.97086
H -2.86112 -2.39793 2.83926
H -4.46623 -2.26348 3.53402
H -3.08119 -1.55787 4.37706
H -4.89078 1.63708 1.15205
H -3.83679 0.55424 0.69419
C 5.04913 -5.93564 -1.61571
C 4.92459 -4.57079 -0.95615
C 3.77206 -3.80305 -1.49843
O 4.06019 -3.40299 -2.83230
C 3.20662 -2.38460 -3.26523
N 4.80152 -4.61336 0.52019
H 5.21634 -5.86406 -2.68792
H 4.14048 -6.52465 -1.43699
H 5.85557 -6.51301 -1.15716
H 5.84363 -4.01609 -1.17205
H 3.48861 -2.95602 -0.86500
H 2.89822 -4.47841 -1.56250
H 2.15416 -2.70048 -3.26895
H 3.47513 -2.15580 -4.29834
H 3.33990 -1.46544 -2.68183
H 3.83126 -4.86625 0.72087
H 5.29663 -5.43014 0.87122
C 1.19096 2.57390 2.35486
C 2.24405 1.67687 2.99667
C 1.63967 0.28889 3.18279
O 2.11109 -0.46109 4.28387
C 3.46580 -0.83699 4.24184
N 3.44603 1.72781 2.15429
H 0.97913 2.30658 1.31141
H 1.36051 3.64971 2.35437
H 0.21129 2.43746 2.82877
H 2.46008 2.10140 3.98117
H 1.76161 -0.28159 2.24273
H 0.56666 0.35614 3.38102
H 3.71557 -1.26638 5.20923
H 4.14593 -0.00650 4.04906
H 3.62634 -1.61954 3.48508
H 4.00214 0.88939 2.23583
H 3.21258 1.82080 1.17360
C -2.70631 3.49728 -5.13270
C -3.27871 3.08314 -3.79686
C -3.25435 1.58288 -3.65691
O -3.71039 1.19686 -2.36507
C -3.81838 -0.21663 -2.24311
N -2.46223 3.67292 -2.65489
H -2.48165 4.56163 -5.16415
H -3.36931 3.26429 -5.96971
H -1.80527 2.92352 -5.37725
H -4.27559 3.48638 -3.61312
H -2.21123 1.25940 -3.75055
H -3.92206 1.15363 -4.40542
H -4.47868 -0.61911 -3.01363
H -4.31976 -0.41657 -1.29588
H -2.84566 -0.71052 -2.23898
H -1.48613 3.46474 -2.89216
H -2.42495 4.68192 -2.80978
```

- LUMO energy (spin up / spin down) (eV) = -2.3084 / -4.9360
- 2S+1 = 3
- orbital gap (spin up / spin down) (Ha) = 0.325 / 0.229
- net charge = +1

Löwdin population analysis, charges in e, atoms 1 to 2:
1 Pd 0.815
2 C -0.060



# 2
# C18H49N4O6V

C18H49N4O6V as an isolated structure (wB97M-V/def2-TZVPD, the Open Molecules 2025 dataset).

The geometry in XYZ format:
```
78
C18H49N4O6V | the Open Molecules 2025 dataset | wB97M-V/def2-TZVPD
O -0.14529 -0.49249 1.25778
V -1.28685 -0.61087 0.19150
C -5.61062 -0.15652 0.53946
C -4.67259 0.35249 -0.59724
O -3.31134 0.02401 -0.46181
H -5.17134 0.00148 1.52442
H -5.88953 -1.20967 0.50511
H -6.49057 0.48662 0.55229
H -4.75669 1.43898 -0.57369
H -4.92767 0.03670 -1.60882
C -2.77469 -4.70067 0.36448
C -2.74647 -3.15652 0.42633
C -3.11646 -2.70436 1.83650
O -2.60277 -1.38551 1.92620
C -2.82194 -0.90767 3.30479
N -1.38445 -2.75303 0.02374
H -3.77100 -5.12541 0.48722
H -2.16385 -5.15246 1.14607
H -2.43683 -4.97460 -0.63497
H -3.51735 -2.83759 -0.27519
H -2.67963 -3.26518 2.66279
H -4.18899 -2.71806 2.03042
H -3.88101 -0.89615 3.56233
H -2.53179 0.14208 3.34870
H -2.26935 -1.48115 4.04901
H -0.84910 -3.37343 0.61418
H -1.20658 -3.14706 -0.88906
C 1.46246 2.96294 2.03971
C 2.56105 1.90443 2.28448
C 3.76822 2.07431 1.36057
O 3.32232 2.01247 0.02614
C 4.36049 1.96278 -0.98627
N 2.97748 2.03208 3.65339
H 1.25722 3.26260 1.01200
H 1.71523 3.82197 2.66121
H 0.50615 2.69229 2.48729
H 2.20835 0.87792 2.18460
H 4.48174 1.26940 1.53694
H 4.33126 2.99223 1.52939
H 3.79353 2.13801 -1.90057
H 4.86557 1.00532 -0.85876
H 4.97253 2.83659 -0.76269
H 2.10524 2.18216 4.13999
H 3.33655 1.14159 3.96677
C 0.69495 2.32032 -2.47339
C 0.18268 1.58264 -1.24325
C -0.87816 2.46716 -0.52893
O -1.38327 1.75197 0.61328
C -2.24077 2.64960 1.37724
N -0.34767 0.28364 -1.59837
H 1.57746 1.81889 -2.87067
H 1.00064 3.33089 -2.20246
H -0.09224 2.39402 -3.22372
H 1.09109 1.43800 -0.65848
H -1.73670 2.68729 -1.16340
H -0.42939 3.39067 -0.16309
H -3.15544 2.83863 0.81533
H -1.75798 3.60443 1.58540
H -2.44200 2.19733 2.34834
H 0.47093 -0.15059 -2.00016
H -0.97408 0.33441 -2.38902
C 3.95901 -1.81165 -0.40716
C 2.69524 -1.33423 -1.13669
C 2.87546 -1.31194 -2.66491
O 1.82262 -0.60431 -3.26610
C 1.86386 -0.38367 -4.66360
N 1.58477 -2.19965 -0.71797
H 4.28966 -2.82552 -0.63265
H 3.83652 -1.84944 0.67527
H 4.79384 -1.12327 -0.53874
H 2.40127 -0.31529 -0.88480
H 2.70957 -2.34582 -2.96771
H 3.87814 -0.94477 -2.88379
H 2.89837 -0.09535 -4.85008
H 1.13008 0.36534 -4.96130
H 1.56093 -1.31457 -5.14292
H 1.52468 -2.35408 0.27835
H 1.77529 -3.09413 -1.14659
```

- LUMO energy (spin up / spin down) (eV) = -2.6167 / -2.3487
- 2S+1 = 2
- orbital gap (spin up / spin down) (Ha) = 0.298 / 0.309
- net charge = +1

Löwdin population analysis, charges in e, atoms 1 to 2:
1 O -0.286
2 V 1.023



Across the entries above, ΔE to the lowest compared entry with this formula, charge and spin takes the values 0.0, 0.0 kcal/mol, respectively.
Across the entries above, electronic energy takes the values -1437.942691, -2329.428186 a.u., respectively.
Across the entries above, F_max takes the values 0.02553, 0.06263 hartree/bohr, respectively.